{
  "formula": "C32H60Cl22O4",
  "method": "ωB97M-V/def2-TZVPD",
  "species": ["C", "C", "C", "C", "O", "C", "O", "C", "C", "C", "C", "C", "O", "O", "H", "H", "H", "H", "H", "H", "H", "H", "H", "H", "H", "H", "H", "H", "H", "H", "Cl", "C", "C", "Cl", "H", "H", "H", "H", "Cl", "C", "C", "Cl", "H", "H", "H", "H", "Cl", "C", "C", "Cl", "H", "H", "H", "H", "Cl", "C", "C", "Cl", "H", "H", "H", "H", "Cl", "C", "C", "Cl", "H", "H", "H", "H", "Cl", "C", "C", "Cl", "H", "H", "H", "H", "Cl", "C", "C", "Cl", "H", "H", "H", "H", "Cl", "C", "C", "Cl", "H", "H", "H", "H", "Cl", "C", "C", "Cl", "H", "H", "H", "H", "Cl", "C", "C", "Cl", "H", "H", "H", "H", "Cl", "C", "C", "Cl", "H", "H", "H", "H"],
  "positions_angstrom": [[0.454, 1.223, 3.669], [0.195, 2.424, 2.750], [-1.014, 2.213, 1.832], [-0.478, 2.335, 0.394], [-0.274, 3.749, 0.268], [-1.019, 4.409, 1.199], [-0.877, 5.581, 1.490], [-2.004, 3.387, 1.732], [-2.710, 3.662, 3.040], [-4.170, 3.224, 3.071], [-4.443, 1.853, 2.436], [-4.387, 0.714, 3.418], [-3.572, 0.593, 4.302], [-5.338, -0.253, 3.246], [0.923, 0.403, 3.132], [-0.470, 0.903, 4.141], [1.135, 1.539, 4.455], [1.104, 2.604, 2.189], [0.055, 3.289, 3.399], [-1.556, 1.281, 1.977], [0.417, 1.777, 0.153], [-1.216, 1.941, -0.313], [-2.671, 3.105, 0.920], [-2.165, 3.249, 3.882], [-2.692, 4.739, 3.200], [-4.447, 3.144, 4.121], [-4.848, 3.960, 2.654], [-5.452, 1.873, 2.030], [-3.790, 1.606, 1.603], [-5.656, -0.207, 2.339], [-3.738, 6.182, 5.863], [-3.369, 7.789, 5.184], [-4.292, 8.147, 4.048], [-4.000, 7.127, 2.618], [-2.331, 7.787, 4.864], [-3.485, 8.510, 5.991], [-4.121, 9.178, 3.745], [-5.335, 8.039, 4.332], [-1.955, -0.725, 0.878], [-2.182, -2.004, 2.110], [-2.304, -3.348, 1.449], [-3.830, -3.509, 0.535], [-3.055, -1.759, 2.710], [-1.304, -1.982, 2.754], [-2.297, -4.140, 2.196], [-1.470, -3.488, 0.765], [1.458, -6.626, 0.901], [2.455, -5.451, -0.001], [2.386, -4.076, 0.607], [0.776, -3.336, 0.403], [2.119, -5.451, -1.033], [3.481, -5.813, 0.024], [3.096, -3.416, 0.115], [2.615, -4.099, 1.668], [5.015, -0.326, -2.371], [3.357, -0.700, -2.914], [2.738, -1.777, -2.068], [3.543, -3.360, -2.324], [3.403, -0.985, -3.963], [2.774, 0.217, -2.831], [1.689, -1.906, -2.333], [2.798, -1.536, -1.009], [5.446, -0.696, -6.181], [7.012, -1.058, -5.412], [7.870, -1.954, -6.267], [7.202, -3.603, -6.392], [6.809, -1.502, -4.442], [7.517, -0.106, -5.257], [8.859, -2.045, -5.822], [7.977, -1.561, -7.274], [0.457, -3.638, -5.158], [0.365, -4.800, -3.810], [-0.944, -4.710, -3.070], [-1.104, -3.174, -2.183], [1.208, -4.604, -3.152], [0.479, -5.797, -4.233], [-1.005, -5.512, -2.335], [-1.792, -4.793, -3.745], [2.994, 1.653, 0.208], [4.466, 2.494, 0.753], [4.657, 3.808, 0.041], [5.048, 3.584, -1.683], [5.310, 1.826, 0.598], [4.355, 2.668, 1.823], [5.489, 4.348, 0.490], [3.765, 4.426, 0.105], [1.592, 1.603, -4.711], [0.008, 2.423, -4.651], [-0.443, 2.599, -3.226], [-0.843, 1.027, -2.487], [-0.703, 1.840, -5.230], [0.130, 3.394, -5.128], [-1.340, 3.215, -3.177], [0.331, 3.071, -2.626], [0.430, -6.872, 4.082], [1.910, -7.480, 4.869], [2.833, -6.380, 5.325], [3.597, -5.513, 3.968], [2.403, -8.154, 4.173], [1.586, -8.053, 5.737], [3.642, -6.807, 5.914], [2.308, -5.649, 5.934], [-10.809, 1.356, 1.598], [-9.302, 0.972, 2.466], [-8.490, 2.205, 2.767], [-7.811, 2.944, 1.291], [-8.740, 0.263, 1.864], [-9.585, 0.487, 3.399], [-7.648, 1.941, 3.407], [-9.085, 2.960, 3.273], [3.101, -0.855, -9.472], [4.019, -1.788, -8.261], [3.119, -2.443, -7.245], [2.334, -1.252, -6.177], [4.728, -1.115, -7.786], [4.574, -2.552, -8.802], [3.707, -3.103, -6.608], [2.338, -3.029, -7.724]],
  "mulliken_charge": [-1.425, -0.722, 1.918, -0.130, -0.342, -0.046, -0.647, -0.136, -0.729, -0.908, 0.244, 0.469, -0.560, -0.553, 0.252, 0.294, 0.440, 0.401, 0.343, -0.791, 0.135, -0.097, 0.622, 0.385, -0.009, 0.477, 0.321, -0.117, 0.271, 0.391, -0.174, -0.521, -0.481, -0.125, 0.314, 0.371, 0.318, 0.320, 0.034, -0.663, 0.345, -0.226, 0.377, 0.299, 0.405, -0.440, -0.186, -0.288, -0.316, -0.002, 0.034, 0.417, 0.209, 0.037, -0.258, 0.892, -0.196, -0.257, -0.420, -0.119, 0.053, 0.287, -0.111, -0.428, -0.540, -0.190, 0.250, 0.336, 0.377, 0.319, -0.163, 0.085, -0.619, -0.029, -0.392, 0.470, 0.277, 0.389, 0.002, -0.665, -0.443, -0.164, 0.372, 0.326, 0.344, 0.272, -0.082, -0.619, -0.510, -0.064, 0.295, 0.391, 0.464, 0.215, -0.148, -0.482, -0.445, -0.167, 0.315, 0.320, 0.312, 0.309, -0.190, -0.401, -0.325, -0.192, 0.248, 0.341, 0.158, 0.406, -0.231, -0.076, -0.757, -0.049, -0.012, 0.374, 0.260, 0.477],
  "lumo_ev": 0.4,
  "de_lowest_ev": 0.000,
  "orbital_gap_ev": 10.17,
  "homo_energy_ev": -9.75,
  "smiles": "CC[C@@H]1COC(=O)[C@@H]1CCCC(=O)O.ClCCCl.ClCCCl.ClCCCl.ClCCCl.ClCCCl.ClCCCl.ClCCCl.ClCCCl.ClCCCl.ClCCCl.ClCCCl",
  "energy_ev": -317843.3852
}

=====

{
  "formula": "C10H14OS",
  "method": "ωB97M-V/def2-TZVPD",
  "species": ["C", "C", "C", "C", "C", "C", "C", "C", "C", "C", "O", "S", "H", "H", "H", "H", "H", "H", "H", "H", "H", "H", "H", "H", "H", "H"],
  "positions_angstrom": [[-1.512, -0.331, -2.113], [-0.405, -0.619, -1.468], [0.980, -0.901, -1.806], [-2.780, -0.095, -1.378], [2.006, -0.323, -0.852], [1.667, -0.426, 0.636], [-0.770, -0.626, 0.420], [0.322, 0.198, 1.054], [0.189, 0.112, 2.580], [0.229, 1.663, 0.627], [1.287, -1.526, -2.797], [-2.442, 0.023, 0.425], [-1.555, -0.239, -3.190], [-3.262, 0.835, -1.677], [-3.480, -0.918, -1.547], [2.959, -0.821, -1.043], [2.127, 0.728, -1.133], [1.663, -1.481, 0.921], [2.464, 0.063, 1.200], [-0.751, -1.676, 0.695], [-0.793, 0.460, 2.887], [0.944, 0.730, 3.057], [0.312, -0.913, 2.920], [-0.694, 2.099, 1.002], [0.226, 1.758, -0.455], [1.066, 2.227, 1.033]],
  "mulliken_charge": [-0.315, 0.124, 0.242, -0.629, -0.681, -1.162, -0.696, 1.913, -2.017, -1.988, -0.592, -0.186, 0.453, 0.399, 0.332, 0.360, 0.380, 0.372, 0.428, 0.621, 0.415, 0.461, 0.419, 0.502, 0.423, 0.423],
  "lumo_ev": 0.4,
  "de_lowest_ev": 1.352,
  "orbital_gap_ev": 9.15,
  "homo_energy_ev": -8.76,
  "energy_ev": -23478.7175
}

=====

{
  "formula": "C23H15Co2N2O6",
  "method": "ωB97M-V/def2-TZVPD",
  "species": ["O", "C", "Co", "C", "O", "C", "O", "C", "C", "C", "C", "C", "C", "C", "C", "C", "Co", "C", "O", "C", "O", "C", "O", "H", "H", "H", "H", "H", "H", "H", "C", "N", "C", "N", "C", "C", "C", "C", "C", "C", "H", "H", "H", "H", "H", "H", "H", "H"],
  "positions_angstrom": [[1.815, -2.603, 1.338], [0.972, -1.823, 1.506], [-0.205, -0.515, 1.574], [-1.674, -1.450, 1.706], [-2.626, -2.102, 1.665], [0.487, 0.490, 3.228], [0.986, 1.120, 4.077], [0.577, 0.629, 0.294], [2.056, 0.624, 0.155], [2.714, 0.504, 1.373], [4.062, 0.267, 1.586], [4.862, 0.084, 0.451], [4.247, 0.104, -0.828], [2.852, 0.339, -1.001], [-0.241, -0.153, -0.530], [-0.170, -0.835, -1.719], [-1.146, 1.490, -0.082], [-1.105, 2.531, 1.356], [-0.947, 3.146, 2.326], [-1.072, 2.555, -1.530], [-0.907, 3.191, -2.482], [-2.919, 0.888, -0.069], [-4.003, 0.457, -0.053], [2.174, 0.623, 2.281], [4.475, 0.207, 2.612], [5.943, -0.072, 0.569], [4.882, -0.057, -1.723], [2.397, 0.309, -2.001], [-1.045, -0.865, -2.349], [0.807, -1.140, -2.023], [-3.532, 1.262, 7.196], [-2.851, 0.346, 6.273], [-2.075, 0.700, 5.179], [-1.616, -0.391, 4.550], [-2.039, -1.500, 5.259], [-2.842, -1.059, 6.358], [-3.440, -1.944, 7.257], [-3.205, -3.324, 7.037], [-2.406, -3.771, 5.951], [-1.816, -2.863, 5.058], [-4.097, 0.678, 7.939], [-2.795, 1.896, 7.716], [-4.224, 1.913, 6.638], [-1.905, 1.736, 4.897], [-4.063, -1.583, 8.093], [-3.644, -4.076, 7.708], [-2.238, -4.844, 5.794], [-1.188, -3.137, 4.199]],
  "mulliken_charge": [-0.412, 0.067, 0.341, -0.208, -0.433, 0.071, -0.414, 1.011, 0.992, -0.063, -0.760, -0.503, -0.570, -0.594, 0.169, -1.262, -0.039, 0.011, -0.392, 0.055, -0.393, 0.166, -0.366, 0.547, 0.336, 0.340, 0.310, 0.477, 0.251, 0.327, -0.890, 0.176, -0.607, -0.191, -0.095, 1.172, -0.948, -0.456, -0.646, -0.214, 0.266, 0.317, 0.313, 0.507, 0.198, 0.335, 0.358, 0.348],
  "lumo_ev": 2.4,
  "de_lowest_ev": 1.592,
  "orbital_gap_ev": 5.47,
  "charge": -1,
  "homo_energy_ev": -3.10,
  "energy_ev": -114610.6941
}